1.
A structure of composition C27H20BCl3F4GeN9O5Pd, computed with ωB97M-V/def2-TZVPD.

HOMO level (alpha / beta) in eV: -9.4 / -9.4
Gap between HOMO and LUMO (alpha / beta) in eV: 8.267 / 7.481
Multiplicity: 2
Net charge: 0
Maximum force in eV Å⁻¹: 0.42
<S²>: 0.754

```
71
Properties=species:S:1:pos:R:3:lowdin_charge:R:1
Pd -0.454 -1.473 1.908 0.7720
C 4.974 -1.475 0.868 -0.0666
N 3.614 -1.962 1.064 -0.1088
C 2.515 -1.274 1.347 -0.1285
N 1.483 -2.100 1.380 -0.0364
C 2.024 -3.320 1.097 -0.1728
N 3.317 -3.268 0.899 0.1503
C 5.277 -1.139 -0.572 -0.1939
C 6.256 -1.838 -1.263 -0.0224
C 6.550 -1.518 -2.583 -0.0503
C 5.857 -0.509 -3.226 -0.0084
C 4.864 0.187 -2.539 -0.1322
C 4.583 -0.124 -1.216 0.0307
C 4.120 1.237 -3.229 -0.2909
N 4.388 1.805 -4.352 0.1259
N 3.367 2.714 -4.586 0.1257
C 2.563 2.625 -3.584 -0.2886
O 2.976 1.708 -2.674 0.1293
C 1.309 3.337 -3.358 -0.1306
C 0.888 4.292 -4.275 -0.0118
C -0.318 4.941 -4.071 -0.0546
C -1.100 4.635 -2.968 -0.0333
C -0.682 3.678 -2.049 -0.1833
C -1.586 3.358 -0.877 -0.0680
N -1.007 2.424 0.070 -0.1294
C -0.926 1.095 -0.007 -0.1257
N -0.227 0.640 1.019 0.0161
C 0.095 1.768 1.712 -0.1976
N -0.346 2.871 1.161 0.1326
C 0.529 3.036 -2.244 0.0354
H 5.634 -2.263 1.222 0.1280
H 5.103 -0.606 1.513 0.1365
H 2.485 -0.214 1.533 0.1300
H 1.452 -4.230 1.042 0.1040
H 6.791 -2.640 -0.769 0.1175
H 7.315 -2.069 -3.113 0.1111
H 6.066 -0.253 -4.255 0.1192
H 3.814 0.433 -0.693 0.1191
H 1.506 4.511 -5.135 0.1186
H -0.654 5.688 -4.778 0.1104
H -2.046 5.144 -2.821 0.1195
H -2.528 2.938 -1.231 0.1400
H -1.813 4.260 -0.312 0.1362
H -1.388 0.496 -0.775 0.1440
H 0.646 1.760 2.638 0.1102
H 0.883 2.297 -1.539 0.1156
O -2.367 -1.142 2.494 -0.2562
C -3.073 -1.112 1.407 -0.5831
O -2.592 -1.340 0.298 0.0204
C -4.506 -0.739 1.588 -0.1097
C -5.383 -0.890 0.518 0.0054
C -6.719 -0.545 0.658 -0.0454
C -7.184 -0.042 1.863 0.0069
C -6.291 0.102 2.909 -0.1275
C -4.958 -0.245 2.803 0.0714
N -6.782 0.646 4.190 -0.3544
O -5.963 0.876 5.053 0.0862
O -7.972 0.860 4.289 0.0778
H -5.000 -1.287 -0.412 0.1234
H -7.402 -0.672 -0.170 0.1102
H -8.219 0.235 2.005 0.1204
H -4.289 -0.136 3.644 0.1301
Cl 0.115 -1.229 4.399 0.1333
Ge -0.966 -3.105 3.526 -0.1847
Cl 0.510 -4.558 4.032 0.2694
Cl -2.614 -3.284 4.834 0.2837
F -0.501 -3.866 0.269 0.1269
B -1.268 -4.863 0.821 -1.1753
F -1.825 -4.172 2.184 -0.1518
F -0.522 -5.907 1.267 0.1695
F -2.397 -5.187 0.152 0.2096
```

---

2.
A structure of composition C27H20Cl3O6P2S3Tc in a non-equilibrium geometry, computed with ωB97M-V/def2-TZVPD.

HOMO level (alpha / beta) in eV: -5.3 / -5.5
Gap between HOMO and LUMO (alpha / beta) in eV: 7.427 / 7.266
Multiplicity: 4
Net charge: -1
Maximum force in eV Å⁻¹: 3.74
<S²>: 3.781

```
62
Properties=species:S:1:pos:R:3:lowdin_charge:R:1
Tc 0.262 0.067 -2.744 1.2866
S 0.610 2.338 -1.470 0.2825
P -0.363 1.236 -0.075 0.4678
C -0.197 -0.428 -0.619 -0.6198
P 1.353 -1.195 -0.299 0.4725
S 2.456 -0.849 -1.961 0.3982
C 0.988 -2.968 -0.172 -0.3517
C 1.960 -3.910 -0.480 -0.0897
C 1.645 -5.255 -0.438 -0.0837
C 0.362 -5.658 -0.095 -0.0909
C -0.610 -4.715 0.197 -0.0819
C -0.302 -3.367 0.153 -0.0877
C 2.315 -0.761 1.180 -0.3330
C 3.204 0.302 1.089 -0.1069
C 3.902 0.709 2.208 -0.0814
C 3.708 0.063 3.419 -0.0905
C 2.823 -0.999 3.506 -0.0912
C 2.118 -1.412 2.390 -0.0826
C 0.211 1.720 1.582 -0.3461
C -0.212 0.987 2.682 -0.0804
C 0.288 1.290 3.934 -0.0864
C 1.198 2.325 4.085 -0.0939
C 1.594 3.074 2.988 -0.0884
C 1.109 2.766 1.730 -0.1158
C -2.155 1.514 -0.008 -0.3448
C -2.649 2.750 0.386 -0.0972
C -4.014 2.946 0.462 -0.0876
C -4.881 1.914 0.137 -0.0822
C -4.383 0.681 -0.253 -0.0761
C -3.019 0.475 -0.324 -0.0994
H 2.945 -3.574 -0.777 0.0967
H 2.396 -5.993 -0.683 0.1004
H 0.118 -6.711 -0.065 0.0977
H -1.613 -5.028 0.451 0.1002
H -1.048 -2.610 0.346 0.0863
H 3.333 0.790 0.133 0.0787
H 4.602 1.529 2.132 0.1073
H 4.252 0.387 4.295 0.1021
H 2.682 -1.512 4.447 0.1022
H 1.416 -2.232 2.443 0.1078
H -0.919 0.180 2.539 0.1165
H -0.024 0.720 4.799 0.1044
H 1.604 2.547 5.062 0.1010
H 2.288 3.893 3.107 0.1033
H 1.418 3.315 0.853 0.0604
H -1.950 3.546 0.607 0.1068
H -4.402 3.907 0.766 0.0976
H -5.948 2.072 0.178 0.0983
H -5.056 -0.119 -0.519 0.1067
H -2.610 -0.469 -0.655 0.0857
O 1.901 -1.832 -5.385 -0.3072
S 0.786 -0.991 -5.045 0.2368
O -0.169 -0.765 -6.094 -0.3310
O 0.075 -1.566 -3.808 -0.4776
O 1.266 0.332 -4.469 -0.5794
Cl -1.849 3.809 -3.159 0.5716
C -2.215 2.531 -4.325 -1.4880
Cl -0.783 2.109 -5.298 0.6719
Cl -3.536 3.082 -5.336 0.6040
C -2.677 1.288 -3.460 -0.7882
O -3.864 1.131 -3.292 0.0369
O -1.740 0.598 -2.980 -0.2285
```

---

3.
A structure of composition C27H20ClN5O3PdS in a non-equilibrium geometry, computed with ωB97M-V/def2-TZVPD.

HOMO level (alpha / beta) in eV: -10.4 / -10.4
Gap between HOMO and LUMO (alpha / beta) in eV: 6.757 / 5.310
Multiplicity: 2
Net charge: +1
Maximum force in eV Å⁻¹: 3.82
<S²>: 0.830

```
58
Properties=species:S:1:pos:R:3:lowdin_charge:R:1
Pd 0.635 -0.134 0.142 0.8025
Cl 0.939 3.987 5.911 0.7579
C 0.378 3.109 4.553 -0.6339
C -0.431 3.767 3.595 -0.0788
C -0.886 3.078 2.521 0.0339
C -0.551 1.682 2.318 -0.3674
O -1.010 1.066 1.346 -0.0079
C 0.312 1.044 3.316 -0.1004
C 0.726 -0.342 3.229 -0.0558
N 0.598 -1.056 2.187 0.0487
C 0.739 -2.456 2.175 -0.1752
C 0.765 -3.255 3.284 0.0088
C 0.838 -4.656 3.172 -0.0451
C 0.878 -5.253 1.949 -0.0099
C 0.841 -4.465 0.776 -0.1370
C 0.862 -5.021 -0.523 0.0160
C 0.815 -4.205 -1.610 -0.0178
C 0.746 -2.814 -1.412 -0.1149
N 0.720 -2.268 -0.225 0.0149
C 0.768 -3.063 0.888 -0.1304
C 0.724 1.772 4.413 -0.0437
H -0.679 4.811 3.734 0.1167
H -1.524 3.541 1.779 0.1324
H 1.161 -0.771 4.136 0.1352
H 0.705 -2.807 4.268 0.1142
H 0.848 -5.262 4.068 0.1173
H 0.920 -6.332 1.861 0.1248
H 0.915 -6.097 -0.637 0.1299
H 0.830 -4.604 -2.614 0.1178
H 0.719 -2.127 -2.251 0.0977
H 1.343 1.305 5.170 0.1232
O 1.680 1.685 0.805 -0.2181
N 2.070 2.508 -0.171 -0.1880
C 2.164 3.823 0.108 -0.0017
C 2.586 4.715 -0.841 -0.0381
C 2.917 4.239 -2.109 -0.0455
C 2.811 2.893 -2.372 -0.0711
C 2.382 2.003 -1.383 -0.6327
S 2.259 0.297 -1.618 0.7193
H 1.888 4.086 1.118 0.1370
H 2.659 5.763 -0.590 0.1163
H 3.249 4.921 -2.880 0.1188
H 3.056 2.485 -3.342 0.1140
N -4.354 0.065 -5.390 0.1818
C -4.444 -0.391 -4.118 -0.4907
O -5.432 -0.946 -3.687 0.0751
C -3.236 -0.193 -3.228 -0.1154
C -2.085 0.493 -3.583 0.0013
C -1.037 0.566 -2.678 -0.1366
N -1.082 0.006 -1.473 -0.0215
C -2.205 -0.629 -1.122 -0.1205
C -3.294 -0.753 -1.961 0.0168
H -5.149 -0.072 -5.990 0.1201
H -3.545 0.525 -5.761 0.0876
H -1.969 0.982 -4.541 0.1076
H -0.119 1.081 -2.935 0.0784
H -2.224 -1.048 -0.123 0.1072
H -4.189 -1.275 -1.654 0.1249
```

---

4.
A structure of composition C27H20N5O15SZr, computed with ωB97M-V/def2-TZVPD.

HOMO level in eV: -5.6
Gap between HOMO and LUMO in eV: 6.499
Multiplicity: 1
Net charge: -1
Maximum force in eV Å⁻¹: 0.68

```
69
Properties=species:S:1:pos:R:3:lowdin_charge:R:1
Zr 0.252 0.609 0.297 2.0240
O -1.083 0.538 2.122 -0.1182
C -0.863 0.238 3.296 -0.1380
C 0.409 -0.122 3.844 -0.1094
C 0.448 -0.666 5.131 0.0589
C 1.652 -1.048 5.659 -0.1510
C 2.847 -0.897 4.936 0.0137
C 2.826 -0.342 3.690 0.0207
C 1.604 0.077 3.097 -0.3244
O 1.600 0.647 1.949 -0.1672
N 1.692 -1.621 7.001 -0.3628
O 0.641 -1.746 7.606 0.0540
O 2.779 -1.943 7.450 0.0530
H -1.721 0.234 3.983 0.1463
H -0.462 -0.805 5.699 0.1299
H 3.770 -1.238 5.380 0.1181
H 3.729 -0.223 3.110 0.1239
O -4.091 5.051 0.392 0.1367
C -3.226 4.222 0.328 -0.2417
C -3.320 2.847 -0.332 -0.2744
O -4.289 2.367 -0.890 0.0898
C -2.022 2.241 -0.125 -0.2815
C -1.156 3.059 0.584 -0.2861
O 0.033 2.665 0.903 -0.1264
C -1.811 4.334 0.921 -0.2676
O -1.372 5.274 1.538 0.1193
O -1.663 1.034 -0.498 -0.2109
O 1.413 -3.010 2.308 0.0844
C 1.096 -2.858 1.154 -0.4799
C 0.884 -3.988 0.145 -0.0858
C 0.605 -3.277 -1.177 -0.0779
C 0.504 -1.848 -0.734 -0.5558
O 0.124 -0.870 -1.426 -0.0752
N 0.836 -1.641 0.539 0.0374
H 0.022 -4.558 0.492 0.1124
H 1.750 -4.648 0.135 0.1162
H -0.319 -3.576 -1.670 0.1192
H 1.420 -3.365 -1.899 0.1252
O 0.836 1.893 -1.527 -0.0387
C 2.001 1.427 -1.488 -0.5720
O 2.297 0.555 -0.620 -0.0822
C 3.029 1.890 -2.465 -0.1022
C 2.804 3.060 -3.181 0.0194
C 3.744 3.501 -4.097 0.0144
C 4.886 2.741 -4.272 -0.1414
C 5.136 1.575 -3.573 0.0101
C 4.191 1.152 -2.653 0.0139
N 5.895 3.200 -5.260 -0.3531
O 6.891 2.520 -5.405 0.0684
O 5.664 4.225 -5.868 0.0713
H 1.890 3.612 -3.009 0.1277
H 3.605 4.405 -4.669 0.1190
H 6.047 1.026 -3.751 0.1176
H 4.343 0.255 -2.069 0.1242
S -2.313 -2.114 0.886 0.6815
C -3.563 -1.970 -0.247 -0.8244
N -3.848 -0.794 -0.802 0.0317
C -4.940 -0.602 -1.736 -0.1706
C -5.074 -1.847 -2.596 -0.1683
C -5.302 -3.040 -1.683 -0.1890
N -4.315 -3.032 -0.612 0.0017
H -3.167 -0.051 -0.658 0.0831
H -4.732 0.296 -2.312 0.1139
H -5.871 -0.427 -1.186 0.1266
H -4.153 -1.989 -3.166 0.1210
H -5.903 -1.749 -3.298 0.1120
H -5.204 -3.977 -2.235 0.1138
H -6.315 -3.003 -1.267 0.1142
H -4.096 -3.881 -0.121 0.1077
```

---

- Number 3 is which compound?
  C27H20ClN5O3PdS

---

- Which formula does entry 1 have?
  C27H20BCl3F4GeN9O5Pd